(1)
# C26H17BrCl2FeN2OS

A molecular structure, C26H17BrCl2FeN2OS (wB97M-V/def2-TZVPD, OMol25).

Structure (ORCA input):
```
! wB97M-V def2-TZVPD RIJCOSX def2/J DEFGRID3
* xyz 1 6
Fe -0.0570 -0.0339 0.7186
C 0.8157 -3.4189 3.3157
C 0.1427 -4.4469 2.6768
C -0.5663 -4.1747 1.5220
C -0.6218 -2.8775 1.0112
C 0.0329 -1.8276 1.6589
C 0.7653 -2.1269 2.8091
C -1.3430 -2.5706 -0.2403
C -1.9991 -3.5857 -0.9765
C -2.6141 -3.2730 -2.1421
C -2.6402 -1.9316 -2.5799
C -3.3071 -1.5558 -3.7699
C -3.3750 -0.2466 -4.1430
C -2.7948 0.7357 -3.3149
C -2.1379 0.3894 -2.1676
C -2.0142 -0.9565 -1.7821
N -1.3217 -1.3045 -0.6266
H 1.3837 -3.6192 4.2156
H 0.1762 -5.4546 3.0670
H -1.0715 -4.9905 1.0266
H 1.3112 -1.3724 3.3494
H -1.9955 -4.6017 -0.6210
H -3.1044 -4.0375 -2.7322
H -3.7710 -2.3311 -4.3664
H -3.8899 0.0407 -5.0490
H -2.8829 1.7815 -3.5799
H -1.7533 1.1527 -1.5209
O 5.4390 1.5844 3.5891
C 4.3246 1.2197 2.9431
C 4.3214 0.6553 1.6683
C 3.1130 0.3304 1.1081
N 1.9315 0.5285 1.7196
C 1.9663 1.0387 2.9515
Br 0.3318 1.1695 3.8448
C 3.1199 1.4114 3.6068
H 6.2261 1.4080 3.0580
H 5.2397 0.4728 1.1267
H 3.0826 -0.1165 0.1243
H 3.0988 1.8250 4.6032
Cl 1.0829 1.0222 -1.2684
C 0.3058 2.6189 -1.3093
C 0.7014 3.4283 -2.3540
C 0.1140 4.6786 -2.4575
C -0.8418 5.0639 -1.5308
C -1.2132 4.2118 -0.5043
Cl -2.4235 4.7685 0.5976
C -0.6455 2.9390 -0.3450
S -1.1705 1.9070 0.9864
H 1.4428 3.0903 -3.0626
H 0.3992 5.3479 -3.2566
H -1.3133 6.0340 -1.5974
*
```

Total energy (a.u.): -6341.83895
ΔE to the lowest compared entry with this formula, charge and spin (kcal per mole): 19.0
Max |F| (hartree/bohr): 0.0124
Expectation value of S²: 8.768

These are the Mulliken partial charges, in e, on atoms 1 to 5: atom 1 (Fe): -0.303, atom 2 (C): -1.007, atom 3 (C): -0.862, atom 4 (C): -0.740, atom 5 (C): 0.025


(2)
# C34H83Cl4N5

7 unconnected molecules or ions with the total composition C34H83Cl4N5 at a distorted geometry (wB97M-V/def2-TZVPD, OMol25).

Structure (ORCA input):
```
! wB97M-V def2-TZVPD RIJCOSX def2/J DEFGRID3
* xyz 0 1
C 0.8375 1.9358 1.6529
C -0.2896 1.7831 0.6635
N 0.2065 0.9681 -0.4614
C -0.6760 -0.0484 -0.9881
C -1.8820 0.2561 -1.3501
C 0.9056 1.7853 -1.5108
C 1.6475 0.9910 -2.5470
H 1.1860 0.8665 1.8638
H 0.3311 2.0767 2.6338
H 1.6051 2.5945 1.4043
H -0.7471 2.5514 0.2887
H -1.1098 1.2497 1.0497
H -0.5831 -0.5621 0.0068
H -0.3711 -0.8728 -1.6010
H -2.3107 1.1336 -0.8711
H -2.5758 -0.4041 -1.0826
H -2.1465 0.4504 -2.3429
H 1.5849 2.6031 -1.1112
H 0.0497 2.2434 -2.2352
H 1.2021 0.0625 -2.9209
H 2.5216 0.7619 -1.7990
H 2.0696 1.6292 -3.3318
C 3.2480 -2.4945 7.0787
C 2.1238 -2.0766 5.9984
N 2.7476 -1.2282 4.8707
C 2.2125 -1.3930 3.6200
C 0.8315 -1.5276 3.6147
C 3.1149 0.1751 5.3412
C 4.2999 0.5858 4.6305
H 3.8091 -1.5566 7.4594
H 4.0129 -3.0353 6.7846
H 2.7742 -2.9319 7.7667
H 1.1972 -1.5394 6.5324
H 1.7686 -3.0601 5.5274
H 2.7931 -2.3280 3.4512
H 2.6988 -1.0118 2.6405
H -0.1550 -1.7651 4.2907
H 0.5668 -2.0027 2.7914
H 0.3423 -0.7393 3.2073
H 3.1472 0.3555 6.5066
H 2.2684 0.7264 5.0648
H 5.1757 0.1071 4.8088
H 4.4992 1.6465 4.7782
H 4.2360 0.3160 3.6204
C -5.2523 -0.2096 -3.1759
C -4.7744 -0.8732 -4.4440
N -4.7667 -2.3370 -4.3747
C -5.1518 -3.0320 -5.5795
C -4.7443 -2.4413 -6.7444
C -3.4772 -2.9379 -4.0255
C -3.8386 -4.0973 -3.0324
H -5.0713 0.7603 -3.5754
H -4.5458 -0.5028 -2.2682
H -6.2300 -0.2396 -2.8989
H -3.8528 -0.4214 -4.5707
H -5.1429 -0.2718 -5.4983
H -6.2230 -2.7989 -5.7252
H -5.4426 -4.0007 -5.4645
H -4.6120 -1.4256 -6.7591
H -5.4258 -2.2543 -7.4755
H -4.0216 -3.0098 -7.0789
H -3.0717 -2.1352 -3.2477
H -2.7644 -3.1259 -4.7387
H -4.2290 -5.0405 -3.5611
H -4.4756 -3.5579 -2.4581
H -2.9388 -4.3763 -2.5460
C 8.2100 -0.2621 -1.5427
C 8.2586 -0.2015 -0.0432
N 6.9943 -0.7524 0.4038
C 7.0620 -1.6056 1.5300
C 7.9521 -1.4140 2.5343
C 5.8507 0.2191 0.5328
C 4.5361 -0.4183 0.0374
H 7.6254 0.4407 -2.1069
H 8.0964 -1.2704 -1.9404
H 9.2822 -0.1144 -1.9063
H 8.5197 0.7824 0.5075
H 8.8399 -0.8612 0.1080
H 7.5057 -2.5090 1.0465
H 5.9486 -1.6995 1.7017
H 8.8915 -0.8107 2.5056
H 8.3811 -2.3418 2.8467
H 7.4438 -1.0342 3.4408
H 6.0095 1.2464 0.0356
H 5.7316 0.4740 1.5532
H 4.5309 -1.0015 -0.7724
H 3.7475 0.2511 -0.2904
H 4.4617 -1.2052 0.6485
C -2.8336 7.3029 -0.9746
C -3.3729 6.4668 0.2302
N -3.2566 4.9649 -0.1497
C -3.2868 4.0691 1.0143
C -4.0351 4.5067 2.1558
C -4.5807 4.6528 -0.8635
C -4.5193 3.2492 -1.6034
H -2.7431 8.4582 -0.6799
H -3.5372 7.2519 -1.8332
H -1.8772 7.0601 -1.3943
H -4.2631 6.6512 0.6131
H -2.7901 6.7292 1.1908
H -2.2936 4.5001 1.2763
H -3.1356 3.0461 0.7603
H -4.2052 5.4948 2.3235
H -3.6993 4.0441 3.1437
H -5.0364 4.1848 1.8863
H -4.6964 5.3994 -1.6261
H -5.4939 4.7988 -0.2048
H -5.3655 3.2558 -2.1708
H -4.6171 2.3854 -0.9612
H -3.6763 3.0004 -2.3399
Cl -5.1772 0.7476 1.7575
C -4.4514 -0.8746 2.2441
C -5.4935 -2.0087 1.9021
Cl -6.9573 -1.8234 2.8575
H -4.3093 -0.9408 3.3762
H -3.5760 -1.1298 1.5758
H -4.9016 -2.7873 2.2577
H -5.5931 -1.9673 0.9409
Cl 0.0278 -6.3920 -2.6666
C 1.4543 -5.4050 -3.3333
C 1.5289 -4.0362 -2.6646
Cl 0.1039 -3.0685 -3.0035
H 1.1006 -5.2192 -4.4723
H 2.3625 -5.7480 -3.2001
H 2.4439 -3.6459 -3.1849
H 1.7568 -4.0338 -1.5618
*
```

Total energy (a.u.): -3458.88471
ΔE to the lowest compared entry with this formula, charge and spin (kcal per mole): 86.5
Max |F| (hartree/bohr): 0.2367
SMILES: CCN(CC)CC.CCN(CC)CC.CCN(CC)CC.CCN(CC)CC.CCN(CC)CC.ClCCCl.ClCCCl

These are the Mulliken partial charges, in e, on atoms 1 to 5: atom 1 (C): -1.174, atom 2 (C): -2.329, atom 3 (N): 1.022, atom 4 (C): -0.829, atom 5 (C): -0.148


(3)
# C7H14N2

2 unconnected molecules or ions with the total composition C7H14N2 at a distorted geometry (wB97M-V/def2-TZVPD, OMol25).

Structure (ORCA input):
```
! wB97M-V def2-TZVPD RIJCOSX def2/J DEFGRID3
* xyz 0 1
C 1.7413 -0.6130 0.3813
C -0.1170 1.9522 0.8105
C 3.0159 -0.0716 -0.1693
C -2.0086 -0.4004 -1.7664
N 0.0218 0.7115 1.5432
C -1.9240 -0.9361 -0.3610
C 0.6144 -0.8391 -0.3741
C -0.6056 -1.0214 0.2921
N -3.0141 -1.2583 0.2274
H -0.2367 0.9227 2.5163
H 1.7812 -0.9987 1.3894
H -2.8348 -1.6032 1.1731
H 0.6178 -0.5573 -1.4205
H -0.5940 -1.5730 1.2249
H 0.5577 2.7371 1.1844
H -1.1370 2.3631 0.8532
H 0.1271 1.7822 -0.2435
H 2.8937 0.3041 -1.1861
H 3.3906 0.7394 0.4598
H 3.7924 -0.8449 -0.1752
H -1.5908 0.6080 -1.8195
H -1.4416 -1.0263 -2.4599
H -3.0498 -0.3769 -2.0802
*
```

Total energy (a.u.): -384.47844
ΔE to the lowest compared entry with this formula, charge and spin (kcal per mole): 96.3
Max |F| (hartree/bohr): 0.0228

These are the Mulliken partial charges, in e, on atoms 1 to 5: atom 1 (C): 0.152, atom 2 (C): -0.818, atom 3 (C): -1.334, atom 4 (C): -1.215, atom 5 (N): -0.414


(4)
# C6H8Si

2 unconnected molecules or ions with the total composition C6H8Si at a distorted geometry (wB97M-V/def2-TZVPD, OMol25).

Structure (ORCA input):
```
! wB97M-V def2-TZVPD RIJCOSX def2/J DEFGRID3
* xyz 0 1
C -2.4205 -3.6169 -0.5565
C -1.9589 -2.5213 -0.3939
Si -1.2814 -0.8701 0.0571
C -1.8410 0.7388 0.6614
C -2.2918 1.9589 0.2513
H -2.7881 -4.5431 -0.9197
H 0.2770 -1.0872 0.1867
H -2.5179 2.2917 -0.8373
H -2.5218 2.6081 0.9941
C 2.4244 0.9146 0.5607
C 3.3397 0.7383 -0.3901
H 2.5504 0.3970 1.4911
H 1.4428 1.4516 0.5251
H 4.3347 0.2189 -0.3228
H 3.2526 1.3206 -1.3072
*
```

Total energy (a.u.): -522.66657
ΔE to the lowest compared entry with this formula, charge and spin (kcal per mole): 119.2
Max |F| (hartree/bohr): 0.0849
SMILES: C#C[SiH]=C=C.C=C

These are the Mulliken partial charges, in e, on atoms 1 to 5: atom 1 (C): 0.363, atom 2 (C): -0.734, atom 3 (Si): 0.220, atom 4 (C): -0.305, atom 5 (C): -0.398


(5)
# C3H8O2

2 unconnected molecules or ions with the total composition C3H8O2 (wB97M-V/def2-TZVPD, OMol25).

Structure (ORCA input):
```
! wB97M-V def2-TZVPD RIJCOSX def2/J DEFGRID3
* xyz 0 1
C 0.7615 -2.7303 1.7683
O 1.1435 -3.3811 0.8342
H 0.1036 -3.2136 2.5161
H 1.0531 -1.6736 1.8986
C 0.5785 2.4071 -0.8146
C -0.9099 2.2290 -1.1220
O -1.4322 1.0388 -0.5002
H 0.8511 1.5793 -0.1605
H 1.1933 2.4010 -1.7071
H 0.7285 3.2934 -0.2070
H -1.0941 2.1386 -2.1900
H -1.4823 3.0217 -0.6517
H -1.6041 0.3582 -1.1362
*
```

Total energy (a.u.): -269.52640
ΔE to the lowest compared entry with this formula, charge and spin (kcal per mole): 43.0
Max |F| (hartree/bohr): 0.0179
SMILES: C=O.CCO

These are the Mulliken partial charges, in e, on atoms 1 to 5: atom 1 (C): -0.038, atom 2 (O): -0.381, atom 3 (H): 0.219, atom 4 (H): 0.199, atom 5 (C): -0.800


(6)
# C3H4N2OS

2 unconnected molecules or ions with the total composition C3H4N2OS at a distorted geometry (wB97M-V/def2-TZVPD, OMol25).

Structure (ORCA input):
```
! wB97M-V def2-TZVPD RIJCOSX def2/J DEFGRID3
* xyz 0 1
C -0.6467 -0.0926 -0.1240
C 0.5101 1.0115 -0.0963
C 1.8659 0.1188 -0.1952
H -2.5623 -1.5795 0.6826
H 0.5137 1.4337 1.0117
H 0.5496 1.8369 -0.9208
H 2.7824 0.5311 -0.0131
N -1.8578 0.2261 -0.1248
N 1.6975 -1.1957 0.0867
O -2.9315 -0.5627 -0.1084
S 0.0791 -1.7276 -0.1984
*
```

Total energy (a.u.): -699.46604
ΔE to the lowest compared entry with this formula, charge and spin (kcal per mole): 129.3
Max |F| (hartree/bohr): 0.1426

These are the Mulliken partial charges, in e, on atoms 1 to 5: atom 1 (C): 0.228, atom 2 (C): -0.230, atom 3 (C): -0.172, atom 4 (H): 0.314, atom 5 (H): 0.240


> Which of these has the lowest total energy?

C26H17BrCl2FeN2OS